(1)
{"formula": "C2H7BrSi", "method": "the ωB97M-V functional and the def2-TZVPD basis", "symbols": ["C", "C", "Si", "Br", "H", "H", "H", "H", "H", "H", "H"], "positions_angstrom": [[0.809, 0.536, 1.098], [-1.427, -1.049, -0.326], [-0.253, 0.378, -0.527], [0.063, -2.604, 2.784], [1.759, 0.172, 0.933], [0.944, 1.564, 1.560], [0.338, -0.191, 1.678], [-2.336, -0.808, 0.136], [-1.633, -1.652, -1.259], [-0.861, -1.725, 0.297], [-0.610, 1.076, -1.774]], "energy_ha": -2943.7916, "largest_force_ev_per_a": 4.276}

---

(2)
{"formula": "C85H182N5O16P2", "method": "the ωB97M-V functional and the def2-TZVPD basis", "symbols": ["C", "C", "C", "C", "N", "C", "C", "C", "C", "C", "H", "H", "H", "H", "H", "H", "H", "H", "H", "H", "H", "H", "H", "H", "H", "H", "H", "H", "H", "H", "C", "C", "C", "C", "N", "C", "C", "C", "C", "C", "H", "H", "H", "H", "H", "H", "H", "H", "H", "H", "H", "H", "H", "H", "H", "H", "H", "H", "H", "H", "C", "C", "C", "C", "N", "C", "C", "C", "C", "C", "H", "H", "H", "H", "H", "H", "H", "H", "H", "H", "H", "H", "H", "H", "H", "H", "H", "H", "H", "H", "C", "C", "C", "C", "N", "C", "C", "C", "C", "C", "H", "H", "H", "H", "H", "H", "H", "H", "H", "H", "H", "H", "H", "H", "H", "H", "H", "H", "H", "H", "C", "C", "C", "C", "N", "C", "C", "C", "C", "C", "H", "H", "H", "H", "H", "H", "H", "H", "H", "H", "H", "H", "H", "H", "H", "H", "H", "H", "H", "H", "C", "C", "C", "C", "P", "C", "C", "C", "C", "C", "C", "C", "C", "C", "C", "C", "C", "H", "H", "H", "H", "H", "H", "H", "H", "H", "H", "H", "H", "H", "H", "H", "H", "H", "H", "H", "H", "H", "H", "H", "H", "H", "H", "H", "H", "H", "H", "H", "H", "H", "H", "H", "H", "C", "C", "C", "C", "P", "C", "C", "C", "C", "C", "C", "C", "C", "C", "C", "C", "C", "H", "H", "H", "H", "H", "H", "H", "H", "H", "H", "H", "H", "H", "H", "H", "H", "H", "H", "H", "H", "H", "H", "H", "H", "H", "H", "H", "H", "H", "H", "H", "H", "H", "H", "H", "H", "C", "C", "O", "O", "H", "H", "H", "C", "C", "O", "O", "H", "H", "H", "O", "C", "O", "O", "H", "O", "C", "O", "O", "H", "O", "C", "O", "O", "H", "O", "C", "O", "O", "H"], "positions_angstrom": [[-11.649, 4.830, 13.158], [-13.038, 4.172, 13.514], [-13.717, 4.886, 14.719], [-14.351, 6.244, 14.375], [-14.712, 7.132, 15.599], [-13.510, 7.774, 16.297], [-14.166, 8.923, 17.011], [-15.501, 9.291, 16.432], [-15.579, 8.362, 15.184], [-15.541, 6.220, 16.578], [-11.807, 5.828, 12.748], [-11.226, 4.310, 12.298], [-10.922, 4.978, 13.956], [-12.851, 3.126, 13.753], [-13.768, 4.249, 12.708], [-12.949, 5.001, 15.484], [-14.513, 4.247, 15.102], [-15.278, 6.010, 13.851], [-13.718, 6.888, 13.764], [-12.963, 7.061, 16.914], [-12.840, 7.966, 15.459], [-14.302, 8.814, 18.087], [-13.579, 9.838, 16.941], [-16.255, 8.987, 17.158], [-15.565, 10.377, 16.360], [-16.548, 8.059, 14.785], [-15.042, 8.729, 14.309], [-16.418, 5.789, 16.097], [-15.962, 6.811, 17.391], [-14.881, 5.484, 17.037], [-10.982, 6.080, 8.883], [-11.781, 5.860, 7.606], [-12.093, 7.226, 6.965], [-13.032, 6.892, 5.773], [-13.679, 8.000, 4.974], [-12.747, 9.123, 4.523], [-12.825, 10.236, 5.466], [-14.177, 10.115, 6.207], [-14.782, 8.702, 5.883], [-14.327, 7.353, 3.729], [-10.082, 6.690, 8.812], [-10.673, 5.157, 9.374], [-11.677, 6.469, 9.627], [-12.663, 5.259, 7.832], [-11.327, 5.207, 6.862], [-11.272, 7.814, 6.555], [-12.571, 7.751, 7.792], [-13.835, 6.199, 6.022], [-12.406, 6.436, 5.005], [-13.230, 9.441, 3.599], [-11.789, 8.632, 4.352], [-12.604, 11.218, 5.047], [-11.997, 10.118, 6.164], [-14.888, 10.882, 5.900], [-14.033, 10.159, 7.286], [-15.715, 8.883, 5.349], [-14.908, 8.044, 6.742], [-13.567, 6.962, 3.052], [-14.888, 8.169, 3.273], [-14.922, 6.517, 4.098], [-15.978, 1.928, 12.910], [-16.527, 0.537, 12.950], [-15.723, -0.483, 12.053], [-15.947, -1.883, 12.454], [-15.047, -2.903, 11.768], [-14.903, -2.593, 10.227], [-14.733, -3.976, 9.522], [-14.944, -5.049, 10.627], [-15.678, -4.296, 11.664], [-13.590, -2.866, 12.286], [-16.674, 2.750, 13.079], [-15.605, 2.205, 11.924], [-15.182, 2.053, 13.644], [-17.521, 0.477, 12.508], [-16.572, 0.248, 14.001], [-14.702, -0.250, 11.752], [-16.236, -0.435, 11.093], [-16.957, -2.276, 12.337], [-15.773, -1.978, 13.526], [-14.128, -1.841, 10.081], [-15.915, -2.297, 9.949], [-13.678, -3.969, 9.249], [-15.366, -4.133, 8.649], [-14.012, -5.395, 11.073], [-15.486, -5.925, 10.270], [-15.421, -4.743, 12.625], [-16.751, -4.180, 11.509], [-13.611, -3.259, 13.302], [-13.410, -1.798, 12.161], [-12.959, -3.468, 11.632], [-15.750, 8.394, 11.386], [-16.046, 7.873, 10.013], [-16.177, 6.326, 9.826], [-17.359, 5.867, 8.961], [-17.547, 4.358, 9.144], [-18.677, 3.846, 8.207], [-19.490, 2.762, 8.968], [-18.877, 2.620, 10.347], [-18.085, 3.945, 10.555], [-16.244, 3.605, 8.741], [-15.030, 7.827, 11.978], [-16.637, 8.360, 12.018], [-15.405, 9.422, 11.278], [-15.198, 8.199, 9.411], [-16.976, 8.322, 9.664], [-16.262, 5.905, 10.827], [-15.243, 5.977, 9.386], [-17.155, 6.055, 7.907], [-18.362, 6.269, 9.102], [-18.236, 3.543, 7.257], [-19.343, 4.702, 8.100], [-19.264, 1.806, 8.495], [-20.565, 2.869, 8.826], [-18.198, 1.792, 10.553], [-19.689, 2.529, 11.068], [-17.307, 3.908, 11.318], [-18.790, 4.730, 10.827], [-15.586, 3.747, 9.598], [-15.931, 4.030, 7.787], [-16.534, 2.555, 8.697], [-18.457, 0.957, 5.244], [-17.177, 0.587, 6.027], [-15.953, 1.051, 5.371], [-14.623, 0.920, 6.166], [-13.364, 1.377, 5.376], [-12.006, 0.942, 6.005], [-11.100, 0.961, 4.781], [-11.849, 0.397, 3.611], [-13.205, 0.843, 3.927], [-13.502, 2.957, 5.353], [-18.531, 0.446, 4.284], [-18.449, 2.002, 4.933], [-19.381, 0.691, 5.758], [-17.091, -0.496, 6.111], [-17.249, 1.012, 7.029], [-16.198, 2.069, 5.068], [-15.899, 0.475, 4.447], [-14.493, -0.145, 6.363], [-14.577, 1.514, 7.079], [-11.792, 1.699, 6.759], [-12.267, -0.071, 6.309], [-10.735, 1.976, 4.623], [-10.114, 0.541, 4.979], [-11.498, 0.738, 2.637], [-11.869, -0.688, 3.716], [-13.556, 1.613, 3.240], [-13.880, 0.001, 3.773], [-12.496, 3.215, 5.022], [-13.756, 3.317, 6.350], [-14.256, 3.318, 4.653], [-21.353, 8.142, 10.412], [-21.120, 9.048, 11.610], [-21.567, 8.476, 13.003], [-20.831, 9.185, 14.103], [-21.393, 8.634, 15.774], [-22.656, 9.788, 16.399], [-24.165, 9.703, 15.828], [-25.213, 10.572, 16.559], [-25.008, 12.117, 16.207], [-22.231, 6.984, 15.709], [-22.961, 6.343, 16.952], [-23.748, 5.022, 16.821], [-25.098, 5.141, 16.060], [-20.041, 8.525, 17.081], [-20.552, 8.732, 18.578], [-19.348, 8.716, 19.597], [-18.572, 10.076, 19.702], [-22.238, 7.545, 10.633], [-20.514, 7.555, 10.036], [-21.575, 8.827, 9.594], [-21.781, 9.912, 11.538], [-20.088, 9.390, 11.684], [-21.389, 7.408, 13.121], [-22.638, 8.609, 13.159], [-21.044, 10.252, 14.040], [-19.752, 9.037, 14.121], [-22.298, 10.811, 16.286], [-22.692, 9.551, 17.463], [-24.449, 8.652, 15.883], [-24.174, 9.895, 14.755], [-25.153, 10.576, 17.648], [-26.195, 10.237, 16.226], [-24.797, 12.822, 17.012], [-25.835, 12.394, 15.554], [-24.018, 12.271, 15.777], [-21.445, 6.273, 15.456], [-22.917, 7.096, 14.870], [-23.690, 7.027, 17.387], [-22.215, 6.206, 17.734], [-24.065, 4.635, 17.789], [-23.228, 4.295, 16.198], [-25.596, 6.079, 16.304], [-25.757, 4.313, 16.323], [-24.822, 5.467, 15.057], [-19.466, 9.427, 16.866], [-19.421, 7.656, 16.862], [-21.143, 7.857, 18.847], [-20.984, 9.674, 18.919], [-18.762, 7.810, 19.444], [-19.651, 8.551, 20.631], [-17.793, 10.158, 20.460], [-19.263, 10.898, 19.892], [-18.036, 10.362, 18.797], [-22.554, 0.398, 8.415], [-23.589, 0.689, 9.488], [-24.251, 2.030, 9.350], [-25.347, 2.238, 10.485], [-25.857, 4.032, 10.825], [-26.921, 4.223, 12.372], [-27.651, 2.933, 12.878], [-28.540, 3.244, 14.118], [-28.956, 2.007, 14.943], [-26.827, 4.761, 9.421], [-28.134, 4.064, 8.962], [-28.837, 4.557, 7.723], [-29.308, 6.004, 8.019], [-24.323, 4.974, 11.051], [-23.345, 4.876, 12.213], [-22.712, 3.560, 12.504], [-21.467, 3.816, 13.325], [-22.069, -0.574, 8.321], [-21.737, 1.107, 8.545], [-22.977, 0.559, 7.424], [-23.063, 0.647, 10.442], [-24.381, -0.061, 9.493], [-24.630, 2.064, 8.329], [-23.479, 2.790, 9.465], [-25.029, 1.869, 11.460], [-26.321, 1.754, 10.423], [-27.718, 4.963, 12.297], [-26.208, 4.638, 13.084], [-26.842, 2.233, 13.089], [-28.350, 2.473, 12.180], [-29.477, 3.740, 13.867], [-28.161, 4.050, 14.747], [-29.515, 1.303, 14.326], [-29.489, 2.422, 15.799], [-28.103, 1.403, 15.252], [-26.149, 4.773, 8.567], [-27.035, 5.820, 9.567], [-28.910, 4.055, 9.728], [-28.024, 3.013, 8.697], [-29.741, 4.017, 7.441], [-28.105, 4.624, 6.919], [-28.530, 6.738, 7.807], [-29.724, 6.200, 9.007], [-30.080, 6.240, 7.287], [-24.525, 6.044, 11.002], [-23.720, 4.831, 10.154], [-23.808, 5.252, 13.126], [-22.575, 5.633, 12.061], [-22.494, 3.088, 11.546], [-23.472, 2.936, 12.973], [-20.864, 4.542, 12.778], [-20.954, 2.859, 13.423], [-21.731, 4.305, 14.262], [-21.839, 3.633, 6.559], [-22.502, 4.690, 7.400], [-23.764, 4.752, 7.283], [-21.834, 5.408, 8.147], [-22.103, 3.766, 5.510], [-21.877, 2.569, 6.794], [-20.757, 3.762, 6.557], [-18.510, -1.509, 8.427], [-19.018, -1.854, 9.843], [-18.899, -3.024, 10.247], [-19.588, -0.951, 10.523], [-18.447, -2.365, 7.755], [-17.588, -0.937, 8.530], [-19.247, -0.798, 8.053], [-12.454, 9.169, 11.710], [-12.205, 9.886, 10.615], [-11.429, 10.852, 10.585], [-12.959, 9.565, 9.655], [-13.145, 8.806, 11.151], [-18.517, 5.510, 4.366], [-17.508, 5.857, 5.147], [-16.846, 4.887, 5.575], [-17.226, 7.028, 5.264], [-18.109, 4.686, 4.643], [-18.475, 6.481, 12.610], [-18.253, 5.924, 13.758], [-18.839, 6.397, 14.741], [-17.588, 4.861, 13.854], [-18.864, 7.251, 13.032], [-13.291, 1.828, 10.956], [-12.883, 1.637, 9.697], [-13.008, 2.557, 8.965], [-12.250, 0.620, 9.450], [-13.563, 2.718, 10.722]], "energy_ha": -5507.6797, "charge": 1, "largest_force_ev_per_a": 7.417}

---

Here are the calculated orbital gap numbers, same order: 3.98 6.49 (eV).
Here are the calculated E_LUMO numbers, same order: -3.10 -1.59 (eV).